150
Properties=species:S:1:pos:R:3:mulliken_charge:R:1 method="wB97M-V/def2-TZVPD" mol_weight_da=1241.61 total_energy_ev=-202172.9001 smiles="CCOS(C)(=O)=O.CCOS(C)(=O)=O.CCOS(C)(=O)=O.CCOS(C)(=O)=O.CCOS(C)(=O)=O.CCOS(C)(=O)=O.CCOS(C)(=O)=O.CCOS(C)(=O)=O.CCOS(C)(=O)=O.CCOS(C)(=O)=O" e_above_lowest_kcal_mol=191.1
C -4.57864 -5.42537 -20.48197 -1.27
C -4.98481 -4.03775 -19.90858 0.06
O -6.09779 -4.00789 -19.20685 -0.36
S -6.29257 -2.90776 -17.96800 1.06
C -6.15235 -1.34890 -18.89629 -0.57
O -7.63967 -2.95739 -17.42414 -0.61
O -5.15285 -2.90415 -16.98120 -0.48
H -4.41326 -5.97904 -19.55774 0.33
H -3.64560 -5.43071 -21.04544 0.36
H -5.43196 -5.93300 -20.93170 0.31
H -4.17633 -3.58105 -19.33771 0.38
H -5.12972 -3.33525 -20.72931 0.09
H -6.60213 -1.34998 -19.88917 0.05
H -5.08988 -1.17625 -19.06780 0.25
H -6.43007 -0.67169 -18.08859 0.36
C -3.13016 1.50501 -18.67573 -0.47
C -2.54692 2.92411 -18.84635 -0.14
O -3.56619 3.78529 -18.52938 0.00
S -3.85874 5.20709 -19.37983 0.60
C -4.23052 4.58015 -21.15809 -1.23
O -5.10171 5.88222 -18.92160 -0.40
O -2.52884 5.94153 -19.40678 -0.40
H -3.76962 1.25244 -19.52155 -0.03
H -3.48229 1.32876 -17.65934 -0.12
H -2.23727 0.88031 -18.65106 0.39
H -1.73268 3.15023 -18.15790 0.33
H -2.11426 3.03793 -19.84031 0.12
H -5.25390 4.20748 -21.20183 0.42
H -3.58414 3.73828 -21.40614 0.43
H -3.95211 5.42952 -21.78192 0.33
C -2.73303 9.72943 -19.90924 -0.85
C -3.38976 10.51527 -21.15513 -0.25
O -2.47580 10.59273 -22.27477 -0.17
S -3.11883 11.22327 -23.67112 1.17
C -3.08770 13.05054 -23.05550 -1.00
O -2.18075 11.18674 -24.79572 -0.59
O -4.49021 10.75963 -23.80564 -0.61
H -1.82478 10.23225 -19.57708 0.36
H -2.52151 8.73022 -20.28996 -0.11
H -3.28744 9.54816 -18.98844 0.36
H -4.29812 9.95211 -21.36918 0.24
H -3.74875 11.48516 -20.81088 0.43
H -2.58538 13.05054 -22.08814 0.29
H -4.14072 13.26457 -22.87262 0.37
H -2.72485 13.74700 -23.81139 0.36
C -9.29344 -1.16313 -22.86968 -1.30
C -7.78346 -0.99800 -22.91239 0.32
O -7.32082 0.36206 -22.63786 -0.24
S -5.71994 0.71291 -22.51380 1.13
C -5.40980 1.40934 -24.22262 -1.13
O -5.72933 1.83546 -21.58910 -0.53
O -4.81737 -0.44425 -22.39736 -0.64
H -9.72402 -2.15505 -23.00682 0.38
H -9.69785 -0.47406 -23.61113 0.31
H -9.69312 -0.83846 -21.90899 0.32
H -7.34350 -1.59330 -22.11230 -0.14
H -7.27869 -1.52534 -23.72185 0.35
H -5.92985 2.35517 -24.37446 0.36
H -5.92068 0.75679 -24.93063 0.46
H -4.32142 1.46235 -24.24971 0.31
C -6.60302 7.68597 -20.98918 -0.71
C -6.66851 8.76646 -19.90017 0.28
O -8.01728 9.16834 -19.75481 -0.43
S -8.87194 8.57469 -18.47035 1.08
C -8.73108 6.77655 -18.69789 -0.62
O -8.04895 8.92294 -17.29074 -0.50
O -10.22672 9.00637 -18.74520 -0.64
H -7.11155 7.95903 -21.91381 0.50
H -7.00376 6.75344 -20.59181 0.16
H -5.56242 7.49518 -21.25157 0.01
H -6.32397 8.36512 -18.94712 0.00
H -6.08084 9.64089 -20.17965 0.16
H -9.37437 6.19602 -18.03664 0.44
H -7.66825 6.58653 -18.54825 0.03
H -8.99651 6.43481 -19.69833 0.36
C -0.75387 -2.13772 -11.39533 -1.44
C -0.19362 -1.55622 -12.58785 0.50
O -0.22818 -2.57722 -13.53320 -0.29
S 0.15791 -2.19021 -15.09957 1.16
C -1.37500 -1.28244 -15.66010 -0.64
O 1.20609 -1.16156 -15.19383 -0.62
O 0.19175 -3.44431 -15.87271 -0.61
H -1.69520 -2.54365 -11.76572 0.33
H -0.97785 -1.36729 -10.65751 0.39
H -0.10159 -2.81311 -10.84171 0.34
H -0.86360 -0.72799 -12.81861 -0.17
H 0.82950 -1.21329 -12.43378 0.31
H -1.52640 -0.41928 -15.01193 -0.04
H -2.28967 -1.87292 -15.60705 0.40
H -1.12954 -0.80731 -16.60990 0.37
C -4.27842 7.24560 -25.96802 -0.82
C -3.36453 6.39051 -26.99600 -0.39
O -2.37019 5.58337 -26.26030 -0.34
S -2.82040 4.31232 -25.38009 1.24
C -3.43138 3.23742 -26.79215 -1.21
O -1.62243 3.66230 -24.89920 -0.61
O -3.96472 4.66809 -24.47193 -0.44
H -5.07842 6.57517 -25.65399 0.27
H -4.52775 8.17271 -26.48417 0.42
H -3.83168 7.54908 -25.02122 0.13
H -3.88681 5.87425 -27.80148 0.32
H -2.76452 7.07908 -27.59093 0.34
H -4.40891 3.68246 -26.97782 0.35
H -3.44780 2.19286 -26.48114 0.40
H -2.73704 3.37170 -27.62157 0.40
C 0.65786 8.39278 -22.97112 -1.29
C -0.49405 7.67234 -22.25756 0.69
O -0.02961 6.72503 -21.32186 -0.24
S 0.40988 5.20893 -21.83078 1.18
C 0.91285 4.55471 -20.16013 -0.98
O -0.81318 4.52218 -22.28834 -0.39
O 1.63859 5.24965 -22.60623 -0.65
H 1.06798 7.76832 -23.76481 0.31
H 1.40129 8.52436 -22.18492 0.35
H 0.41686 9.35897 -23.41437 0.38
H -1.14219 8.42797 -21.81368 -0.46
H -1.20197 7.16774 -22.91508 0.10
H 0.53508 3.57734 -19.85990 0.29
H 0.49477 5.25390 -19.43595 0.28
H 2.00208 4.51512 -20.15106 0.39
C -3.53869 7.92992 -16.01065 -1.16
C -4.88456 8.03455 -15.23390 0.31
O -4.57631 8.95467 -14.22210 -0.33
S -5.72980 9.22536 -13.02914 1.10
C -7.23046 9.83846 -14.13996 -0.93
O -6.05913 7.98317 -12.35063 -0.59
O -5.30813 10.40676 -12.29391 -0.59
H -3.11022 8.82145 -16.46857 0.30
H -3.57460 7.20050 -16.81981 0.19
H -2.74709 7.49426 -15.40100 0.41
H -5.61934 8.28483 -15.99911 -0.01
H -5.11759 7.04627 -14.83755 0.30
H -6.84350 10.44197 -14.96102 0.29
H -7.71605 10.54810 -13.47011 0.46
H -7.79762 9.01628 -14.57638 0.30
C -2.83645 1.62672 -13.05476 -1.17
C -3.63545 2.38722 -14.11534 0.15
O -4.96049 2.07945 -14.15102 -0.34
S -5.43505 0.80717 -15.12699 1.17
C -7.03926 0.43614 -14.42096 -1.09
O -5.61672 1.29634 -16.48060 -0.46
O -4.57658 -0.36753 -14.83491 -0.57
H -2.96645 0.55735 -12.88848 0.22
H -2.88777 2.00881 -12.03521 0.46
H -1.82336 1.80506 -13.41522 0.35
H -3.65350 3.43708 -13.82283 0.32
H -3.18902 2.31773 -15.10729 -0.08
H -7.56374 1.38263 -14.28990 0.37
H -6.91753 -0.00475 -13.43157 0.36
H -7.52398 -0.31771 -15.04133 0.35


126
Properties=species:S:1:pos:R:3:mulliken_charge:R:1 method="wB97M-V/def2-TZVPD" mol_weight_da=666.97 total_energy_ev=-61099.0256 smiles=CC(C)O.CC(C)O.CC(C)O.CC(C)O.CC(C)O.CC(C)O.CC(C)O.CC(C)O.OCCO.OCCO.OCCO e_above_lowest_kcal_mol=20.4
C -0.87043 4.14230 -1.10488 -1.07
C -1.95363 3.97484 -2.12580 0.57
C -2.96014 2.84415 -1.77341 -0.96
O -2.85692 5.08347 -2.31350 -0.61
H -0.15424 3.34909 -0.89044 0.04
H -1.42527 4.24163 -0.17193 0.45
H -0.37300 5.11087 -1.15521 0.37
H -1.50686 3.87880 -3.11538 0.14
H -2.48266 1.87138 -1.65581 0.17
H -3.78726 2.65502 -2.45766 0.39
H -3.24741 3.01050 -0.73519 0.30
H -3.20922 5.43294 -1.49170 0.34
C 3.33999 -2.06281 2.81958 -1.33
C 3.69897 -3.28701 2.05826 1.56
C 4.47329 -2.83126 0.91377 -1.36
O 4.41557 -4.13580 3.02642 -0.62
H 2.81766 -2.29411 3.74790 0.28
H 2.78246 -1.31966 2.24950 0.05
H 4.17580 -1.47929 3.20562 0.57
H 2.88976 -3.98040 1.82916 -0.18
H 5.11549 -1.96410 1.06770 0.35
H 3.80531 -2.43665 0.14815 0.07
H 5.10597 -3.56579 0.41550 0.35
H 4.52002 -4.99193 2.60485 0.35
C 0.34301 -4.79156 3.62011 -1.34
C 0.07055 -4.15238 2.24321 0.86
C -1.24151 -4.46524 1.59044 -1.45
O 0.12973 -2.77450 2.34675 -0.03
H -0.62273 -5.03570 4.06265 0.36
H 0.86562 -3.96222 4.09674 0.28
H 1.03237 -5.62555 3.48844 0.31
H 0.83073 -4.51980 1.55383 0.18
H -1.97624 -4.08951 2.30255 0.30
H -1.30075 -5.55214 1.53358 0.47
H -1.48542 -4.04132 0.61633 0.13
H -0.47488 -2.53768 3.05383 -0.23
C 2.32958 3.48789 -3.30435 -0.78
C 3.48504 3.42326 -2.37088 0.52
C 3.42619 4.57437 -1.27990 -1.31
O 3.66525 2.24346 -1.67639 -0.55
H 2.76464 3.96866 -4.18053 0.46
H 1.37286 3.79719 -2.88350 0.00
H 2.10608 2.48740 -3.67472 -0.01
H 4.37492 3.43971 -3.00012 0.36
H 4.32050 4.51161 -0.65994 0.38
H 2.64622 4.41501 -0.53535 0.17
H 3.31913 5.53931 -1.77540 0.38
H 2.82803 1.77371 -1.67749 -0.05
C 1.19810 2.53130 3.33279 -0.68
C 0.07675 2.54088 4.37571 0.37
C -0.85322 3.77268 4.43704 -1.44
O -0.85973 1.44199 4.08540 -0.53
H 1.55952 1.50458 3.27519 0.01
H 1.84263 3.28720 3.78145 0.53
H 0.78949 2.93097 2.40467 0.05
H 0.45234 2.53653 5.39895 0.26
H -0.16379 4.61564 4.48378 0.43
H -1.39868 3.89600 5.37265 0.34
H -1.52747 3.91644 3.59275 0.35
H -1.62933 1.82912 3.66179 0.02
C -0.14634 1.21987 -5.02895 -0.40
C -1.54870 0.64701 -5.16030 1.08
C -2.32915 1.00072 -6.44699 -1.52
O -1.38239 -0.76773 -5.22436 -0.70
H 0.54829 0.65475 -5.65043 0.35
H 0.14136 1.12108 -3.98225 -0.65
H -0.17384 2.26911 -5.32296 0.46
H -2.00331 0.72064 -4.17236 0.01
H -3.34111 1.33422 -6.21716 0.35
H -2.44437 0.14074 -7.10674 0.34
H -1.93120 1.80757 -7.06240 0.34
H -1.27123 -1.08255 -4.32428 0.11
C 1.19807 -3.48151 -1.46724 -0.55
C 0.24454 -2.85548 -2.57813 0.55
C -1.09795 -3.60483 -2.74930 -1.43
O -0.13629 -1.57149 -2.34727 0.66
H 2.24635 -3.20822 -1.58773 0.32
H 0.85007 -4.48706 -1.23085 0.47
H 1.09584 -2.92254 -0.53708 -0.39
H 0.93002 -2.85742 -3.42561 0.07
H -1.01296 -4.68891 -2.82439 0.47
H -1.55540 -3.30254 -3.69135 0.36
H -1.73329 -3.47619 -1.87300 0.22
H -0.40284 -1.49160 -1.42849 -0.26
C -5.37048 1.18405 2.50764 -1.59
C -4.13169 0.56387 1.92429 1.42
C -4.59235 -0.28205 0.76595 -1.38
O -3.19376 1.62041 1.60885 -0.20
H -5.92152 1.79645 1.79390 0.37
H -5.18615 1.88313 3.32337 0.34
H -5.97397 0.32002 2.78575 0.46
H -3.56462 -0.19001 2.47039 -0.43
H -3.87216 -0.97152 0.32545 0.13
H -4.82635 0.34635 -0.09339 0.36
H -5.60002 -0.64585 0.96683 0.41
H -3.45439 2.09064 0.81352 -0.06
O -1.50806 -1.28524 4.19735 -0.08
C -2.57841 -1.59161 5.02006 0.01
C -2.25450 -1.05041 6.41525 -0.52
O -3.24802 -1.17092 7.43639 -0.55
H -1.31312 -0.34797 4.12577 0.08
H -3.42072 -1.01796 4.63337 -0.02
H -2.65831 -2.67822 5.05157 0.43
H -1.92812 -0.01153 6.46340 0.13
H -1.33104 -1.48823 6.79424 0.35
H -3.26398 -0.34116 7.91893 0.33
O 0.99336 0.76502 -1.18237 1.18
C 1.18724 0.15635 0.07941 -0.68
C -0.16721 0.01589 0.86404 -0.19
O -0.95680 -1.12021 0.36847 -0.32
H 0.25268 0.32183 -1.60259 -0.50
H 1.80957 -0.70587 -0.16014 -0.01
H 1.86340 0.72027 0.72198 0.75
H -0.83023 0.86622 0.70452 -0.06
H -0.12780 -0.19921 1.93188 0.13
H -0.69587 -1.84760 0.93805 0.08
O 3.40664 -0.50941 -6.25636 -0.52
C 4.01807 -0.20430 -5.04238 -0.55
C 3.11477 -0.79799 -3.96461 0.63
O 3.92334 -0.96539 -2.75524 -0.62
H 4.10162 -0.61577 -6.91003 0.30
H 4.92533 -0.80517 -5.10517 0.43
H 4.21469 0.86773 -5.05598 0.18
H 2.59750 -1.68378 -4.33326 0.24
H 2.45446 0.04720 -3.77031 -0.44
H 3.75344 -0.31881 -2.06628 0.34


| no. | highest occupied orbital energy (eV) |
| --- | --- |
| 1 | -10.7 |
| 2 | -9.5 |